Entry 1:
{"formula": "C24H22CoF10N4O", "method": "ωB97M-V/def2-TZVPD", "charge": 1, "e_lumo_ev": [-3.7, -8.0], "mol_weight_g_mol": 631.38, "e_homo_ha": [-0.401, -0.404], "multiplicity": 5, "energy_ha": -3603.11551, "gap_ev": [7.20, 2.98], "elements": ["Co", "C", "N", "C", "C", "C", "N", "C", "C", "F", "C", "F", "C", "C", "F", "C", "F", "H", "H", "H", "H", "H", "H", "H", "H", "H", "H", "H", "C", "C", "C", "C", "N", "C", "C", "C", "C", "C", "C", "N", "H", "H", "H", "H", "H", "H", "H", "H", "C", "C", "O", "C", "F", "F", "F", "C", "F", "F", "F", "H", "H", "H"], "xyz": [[9.726, 9.872, 8.006], [8.339, 11.465, 6.068], [8.604, 11.691, 7.530], [7.359, 11.959, 8.288], [9.485, 12.873, 7.635], [10.896, 12.476, 7.116], [11.168, 11.006, 7.233], [12.509, 10.715, 7.254], [13.309, 10.768, 8.437], [12.817, 11.278, 9.579], [14.496, 10.082, 8.480], [15.075, 9.825, 9.665], [15.115, 9.535, 7.343], [14.371, 9.578, 6.134], [14.840, 9.044, 4.975], [13.204, 10.284, 6.110], [12.580, 10.278, 4.888], [7.959, 12.285, 5.504], [7.584, 10.614, 5.950], [9.248, 11.129, 5.594], [6.582, 12.336, 7.658], [7.545, 12.669, 9.084], [6.962, 11.001, 8.775], [9.572, 13.084, 8.710], [9.155, 13.755, 7.063], [11.665, 13.045, 7.715], [10.939, 12.737, 6.070], [16.103, 9.049, 7.459], [9.645, 10.240, 12.369], [10.490, 9.220, 12.719], [10.984, 8.428, 11.706], [10.692, 8.712, 10.381], [9.780, 9.708, 10.036], [9.285, 10.458, 11.015], [11.412, 8.099, 9.308], [12.478, 7.208, 9.570], [12.920, 6.408, 8.514], [12.367, 6.605, 7.224], [11.324, 7.522, 7.042], [10.958, 8.347, 8.058], [9.179, 10.886, 13.113], [10.773, 9.127, 13.779], [11.412, 7.478, 12.005], [8.473, 11.139, 10.728], [12.871, 7.112, 10.586], [13.708, 5.662, 8.629], [12.683, 6.068, 6.389], [10.785, 7.634, 6.095], [5.784, 8.239, 7.523], [7.233, 7.732, 7.835], [8.222, 8.687, 7.710], [7.669, 6.599, 6.797], [8.835, 5.918, 6.966], [7.798, 7.204, 5.583], [6.680, 5.669, 6.633], [7.100, 7.172, 9.321], [6.734, 8.238, 10.074], [8.225, 6.687, 9.885], [6.190, 6.185, 9.489], [5.834, 8.583, 6.485], [5.570, 9.026, 8.169], [4.978, 7.481, 7.434]], "atomic_forces_ev_per_a": [[-1.6954, 0.9863, -0.5524], [-1.1860, -2.5209, 0.7184], [-0.6034, 1.0890, -1.0582], [-0.2222, -2.0291, 0.7917], [1.3043, -1.1466, 0.4512], [0.2597, -0.1955, 0.8460], [0.8903, 1.2137, 0.1472], [-0.7148, 0.7922, 0.5073], [-3.2409, 1.0864, 0.1346], [0.5097, -0.6731, -1.4251], [3.5853, -2.1887, 0.2442], [-0.6847, 0.7023, -1.1781], [-0.2207, -0.4517, -0.5386], [4.6895, -1.3832, 0.2815], [-0.7789, 0.8555, 2.2280], [-4.0244, 0.3311, -2.1059], [0.8000, 0.3029, 2.1981], [-0.3395, 1.1493, 0.0243], [1.0600, 1.0716, 0.3402], [0.3411, -0.0825, -0.0913], [-0.5126, 0.3965, -0.4606], [0.0859, 0.1607, 0.0819], [0.6146, 1.1477, -0.8223], [-0.0970, 0.2738, -0.3066], [-0.2379, -0.2506, 0.3408], [-0.6983, -0.2657, -0.8057], [0.3753, 0.3771, -0.4372], [-0.9123, 0.2838, -0.2714], [-0.9943, 1.2159, -0.6998], [-0.1040, 0.8172, 0.6399], [-0.3438, -1.0047, 0.1954], [-1.1309, 2.3973, 1.0222], [1.9722, -0.8210, 1.1058], [-0.3709, -1.0369, 0.4820], [0.8526, -1.2992, -1.4412], [-0.3931, -0.4181, -0.5908], [0.0014, 0.7288, -0.7998], [-0.9583, 0.8589, 1.7436], [0.8063, 0.8529, 1.1173], [0.6093, -2.5854, 0.2451], [0.2403, -0.1631, -0.0993], [-0.2280, -0.4223, -0.7081], [0.5994, 0.2621, -0.3052], [0.6025, -0.0650, 0.2248], [-0.1190, -0.0797, -0.5478], [-0.2198, 0.2998, 0.1393], [0.4984, -1.0891, -1.0592], [0.3417, 0.1261, 0.3356], [0.9460, -1.7397, -2.6759], [1.1359, -0.8884, 0.2154], [-1.6511, -0.4039, 0.3551], [-1.3728, -0.0718, -0.8483], [-0.7902, 0.6788, 0.6605], [0.0113, -0.1854, 0.5017], [0.8121, 0.3883, 0.3413], [0.2547, 0.0297, -0.2664], [-0.0540, -0.3799, 0.1738], [0.3191, 0.2778, -0.3994], [0.1718, 0.7973, -0.3864], [0.0794, 0.4715, 0.1890], [-0.5533, 1.2244, 1.0334], [0.6826, 0.1949, 0.8249]]}

Entry 2:
{"formula": "C6H17N3", "method": "ωB97M-V/def2-TZVPD", "e_lumo_ev": 1.0, "mol_weight_g_mol": 131.22, "e_homo_ha": -0.269, "energy_ha": -402.96851, "gap_ev": 8.33, "e_above_lowest_kcal_mol": 66.3, "elements": ["C", "C", "C", "C", "N", "N", "H", "H", "H", "H", "H", "H", "H", "H", "H", "H", "C", "C", "N", "H", "H", "H", "H", "H", "H", "H"], "xyz": [[1.003, -1.588, -0.575], [2.447, -1.632, -0.180], [1.730, 1.848, -0.618], [0.885, 1.006, 0.299], [0.021, -2.078, 0.078], [1.106, 0.847, 1.535], [0.795, -1.265, -1.591], [-1.322, -0.912, 0.087], [0.273, -2.366, 1.024], [1.937, 1.342, 1.887], [2.552, -1.652, 0.904], [2.993, -0.782, -0.582], [2.899, -2.539, -0.590], [2.642, 2.212, -0.131], [2.015, 1.285, -1.508], [1.154, 2.716, -0.947], [-2.397, 0.381, 1.308], [-2.571, 0.223, -1.123], [-1.720, 0.076, 0.050], [-0.409, 0.681, 0.081], [-3.253, -0.281, 1.487], [-1.667, 0.282, 2.108], [-2.019, -0.095, -2.005], [-2.876, 1.267, -1.228], [-3.476, -0.393, -1.058], [-2.744, 1.416, 1.289]], "atomic_forces_ev_per_a": [[-0.2915, -1.2870, 0.3561], [-0.0377, 0.0368, 0.1583], [0.1657, -0.0597, 0.1705], [-2.4200, 0.7523, -0.2293], [0.5372, 0.2259, -0.3182], [0.2684, -0.0469, 0.9027], [-0.0894, 0.2404, -0.0786], [-0.6867, 1.3233, -0.1377], [0.2685, -0.0284, -0.0783], [0.2246, -0.1792, -0.2556], [-0.0073, 0.0241, -0.0186], [0.0357, 0.0578, 0.0250], [-0.0384, 0.0123, -0.0561], [0.0050, -0.0494, 0.0311], [-0.0201, 0.0261, -0.1292], [-0.0435, -0.0338, -0.0822], [0.1351, -0.0481, -0.2057], [0.0685, -0.1196, 0.2326], [-0.6983, -1.3827, 0.2679], [2.7397, 0.3457, -0.5791], [-0.0186, 0.0670, 0.0603], [-0.0661, -0.0062, 0.1157], [0.0132, 0.1202, -0.0950], [0.0389, -0.0187, -0.0949], [-0.0310, 0.0351, 0.0042], [-0.0516, -0.0072, 0.0340]]}

Entry 3:
{"formula": "C16H19MnN4S", "method": "ωB97M-V/def2-TZVPD", "charge": 1, "e_lumo_ev": [-6.8, -5.0], "mol_weight_g_mol": 354.36, "e_homo_ha": [-0.358, -0.412], "multiplicity": 6, "energy_ha": -2388.98566, "gap_ev": [2.94, 6.22], "elements": ["Mn", "C", "C", "C", "C", "C", "C", "C", "C", "C", "H", "H", "H", "H", "H", "H", "H", "H", "H", "H", "H", "H", "N", "C", "S", "N", "N", "C", "C", "C", "C", "C", "C", "N", "H", "H", "H", "H", "H", "H", "H"], "xyz": [[-1.216, 1.236, 1.814], [0.900, 2.024, -0.923], [0.413, 0.882, -1.758], [0.202, 1.017, -3.142], [-0.183, -0.063, -3.922], [-0.277, 0.071, -5.409], [-0.278, -1.347, -3.381], [-0.178, -1.507, -1.971], [-0.250, -2.902, -1.435], [0.124, -0.391, -1.168], [1.908, 2.364, -1.322], [1.122, 1.686, 0.104], [0.116, 2.820, -0.932], [0.289, 1.968, -3.656], [-0.237, 1.119, -5.777], [-1.255, -0.334, -5.736], [0.604, -0.500, -5.860], [-0.418, -2.230, -4.050], [-0.438, -2.927, -0.346], [0.727, -3.431, -1.576], [-1.122, -3.351, -1.883], [0.142, -0.476, -0.094], [0.979, 4.846, 2.449], [0.343, 3.633, 2.370], [-1.286, 3.458, 1.787], [1.111, 2.658, 2.689], [0.532, 1.436, 2.727], [1.036, 0.357, 3.212], [0.251, -0.848, 3.034], [0.547, -2.163, 3.386], [-0.372, -3.168, 3.153], [-1.631, -2.925, 2.619], [-1.873, -1.613, 2.197], [-0.948, -0.645, 2.381], [0.473, 5.741, 2.359], [1.853, 4.785, 3.017], [2.110, 0.179, 3.521], [1.487, -2.378, 3.864], [-0.083, -4.160, 3.479], [-2.437, -3.648, 2.472], [-2.789, -1.273, 1.706]], "atomic_forces_ev_per_a": [[0.5372, -0.7783, 0.1711], [0.6039, 0.3917, -0.2238], [-0.8164, -1.5270, -0.2405], [-0.2158, -0.1189, 0.8021], [0.6757, -0.5415, -0.2664], [0.2568, -0.0901, -0.9347], [-0.0928, 0.0630, 1.1540], [0.4841, 0.5187, -1.0343], [0.3438, 0.1229, 1.1566], [0.0209, 0.9770, -1.5375], [-1.3711, 0.0445, 0.3947], [-0.2683, 0.2050, -0.2247], [1.0172, -0.2197, 0.1287], [0.2640, 0.1312, 0.2610], [0.1149, -0.6191, 0.3938], [0.7319, -0.0383, -0.1490], [-1.3746, 0.6668, 0.2769], [-0.0025, 0.8298, 0.7205], [0.1284, 0.1901, -0.2988], [-1.0566, 0.1640, -0.2554], [0.1635, -0.8163, -0.3168], [0.3871, -0.2730, 0.3516], [-0.1795, 0.4278, 0.3998], [1.2617, 1.3379, 0.0736], [-0.4101, 0.8574, -0.0491], [-0.0159, -1.6887, 0.4890], [-1.1644, 3.0438, -1.3665], [1.6536, -5.1279, 0.8519], [0.0631, 1.0552, -0.3069], [-0.0713, -0.2131, 0.0510], [0.9457, -0.3225, 0.8676], [-1.2793, 1.6270, -1.1367], [0.5588, -0.8877, 0.4930], [-0.5923, 0.7462, -0.1390], [0.5720, -1.0556, 0.1829], [-1.2381, 0.5360, -0.8558], [-1.3826, 1.0155, -0.1364], [0.1757, -0.1425, 0.0528], [-0.1781, -0.0543, -0.1368], [0.5974, -0.0022, 0.1719], [0.1527, -0.4347, 0.1648]]}

Entry 4:
{"formula": "C4H5AgLiO5", "method": "ωB97M-V/def2-TZVPD", "charge": 2, "e_lumo_ev": [-8.6, -8.6], "mol_weight_g_mol": 247.89, "e_homo_ha": [-0.463, -0.596], "multiplicity": 2, "energy_ha": -685.47793, "gap_ev": [4.04, 7.65], "e_above_lowest_kcal_mol": 0.0, "elements": ["O", "C", "O", "O", "C", "C", "Li", "H", "H", "H", "H", "Ag", "O", "C", "O", "H"], "xyz": [[-1.138, -2.246, 2.824], [-0.832, -1.085, 2.995], [-0.732, -0.348, 3.956], [-0.494, -0.433, 1.676], [1.008, 0.579, 0.178], [0.679, -0.035, 1.455], [-1.231, -0.360, 5.737], [2.051, 0.918, 0.186], [0.954, -0.240, -0.563], [0.298, 1.390, -0.040], [1.446, -0.266, 2.203], [-1.788, -4.192, 1.508], [0.183, 1.000, -4.071], [0.325, 1.542, -5.121], [-0.529, 1.612, -6.099], [-0.200, 2.164, -6.824]], "atomic_forces_ev_per_a": [[-0.2623, -0.3391, -0.2083], [-0.0403, -1.1288, 0.0318], [0.0097, 0.3591, 0.1169], [0.2416, 0.7523, -0.0518], [0.5857, 0.0441, 0.2567], [-0.0403, -0.4975, -0.1008], [0.0511, 0.1142, -0.0219], [-0.3804, 0.1144, -0.0344], [-0.2643, 0.3616, -0.1018], [0.1359, -0.3305, -0.2883], [-0.1213, 0.2349, 0.0659], [0.0760, 0.3366, 0.2394], [0.0489, 0.1950, -0.4821], [0.5990, -0.1620, 1.1501], [-0.7256, 0.0485, -0.6836], [0.0868, -0.1027, 0.1121]]}